one:
The following is a quantum chemistry calculation of the molecule C5H5NS, from OMol25.

Values from the calculation:
E_LUMO: -0.0067 Ha
Gap between HOMO and LUMO: 7.508 eV
HOMO level: -0.283 Eh

Cartesian coordinates (Å):
C: -0.6416 -0.0501 -0.1714
C: 0.0940 1.1488 -0.0880
C: 1.4777 1.2359 -0.0892
C: 1.4482 -1.0933 -0.0062
C: 0.1231 -1.2223 -0.2215
H: -0.6051 1.9128 -0.2337
H: 2.1376 2.1162 0.2083
H: 3.2587 -0.1269 0.6246
H: 1.9849 -1.9926 0.2503
H: -0.4294 -2.0517 -0.0629
N: 2.1590 -0.0390 0.1075
S: -2.2792 0.0188 0.1199


two:
The following is a quantum chemistry calculation of the molecule C5H5NS, from OMol25.

Values from the calculation:
E_LUMO: -0.0032 Ha
Gap between HOMO and LUMO: 8.142 eV
HOMO level: -0.302 Eh

Cartesian coordinates (Å):
C: -0.6551 0.9900 0.3338
C: 0.3812 1.7337 0.7445
C: -0.1071 -0.2956 -0.1079
C: 1.6561 0.9993 0.5628
C: -0.7294 -1.3919 -0.8782
N: 1.2974 -0.1095 -0.0437
S: -0.5692 -1.7481 0.8848
H: -1.7064 1.2077 0.3551
H: 0.3362 2.7181 1.1657
H: -1.7432 -1.2625 -1.2332
H: -0.0907 -1.9759 -1.5274
H: 1.9302 -0.8653 -0.2561


Preferred: one; penalty for the next structure: 0.707 eV.


one:
The following is a quantum chemistry calculation of the ion C3H3NO2 with charge -2, from OMol25.

Values from the calculation:
Total charge: -2
E_LUMO: 0.2911 Ha
Gap between HOMO and LUMO: 5.168 eV
HOMO level: 0.101 Eh

Cartesian coordinates (Å):
C: -0.7899 1.0819 0.6503
C: 0.3466 0.1832 0.0431
C: -0.8071 -0.4279 0.6776
N: 1.2768 -0.1022 -0.7639
O: 1.6304 -1.3818 -0.9948
O: 1.9840 0.7962 -1.3828
H: -1.3202 1.7188 -0.1479
H: -0.8137 -0.5880 1.7420
H: -1.5069 -1.2802 0.1765


two:
The following is a quantum chemistry calculation of the ion C3H3NO2 with charge -2, from OMol25.

Values from the calculation:
Total charge: -2
E_LUMO: 0.2824 Ha
Gap between HOMO and LUMO: 5.741 eV
HOMO level: 0.071 Eh

Cartesian coordinates (Å):
C: 0.0423 0.2906 1.2951
C: 0.1602 -1.7672 -0.4758
C: -0.4870 -0.4098 0.1628
N: -0.5393 -2.3512 -1.4548
O: -1.6668 -2.1014 -2.0362
O: 0.1187 -3.5262 -1.8325
H: 1.0300 0.7182 0.8317
H: -1.6085 -0.7263 0.2988
H: -0.3922 0.0114 -0.8546


three:
The following is a quantum chemistry calculation of a cluster of 4 separate species, C3H3NO2 in total, from OMol25.

Values from the calculation:
Total charge: -2
E_LUMO: 0.1395 Ha
Gap between HOMO and LUMO: 2.457 eV
HOMO level: 0.049 Eh

Cartesian coordinates (Å):
C: -2.4327 1.3966 2.2178
C: 5.9900 -0.2252 -2.7092
C: -1.5621 1.7248 2.9797
N: 4.8231 -0.3675 -2.7937
O: 3.7198 -0.9354 -2.9588
O: 7.9561 0.2528 -2.1198
H: -3.2102 1.3305 1.4754
H: -0.7497 2.0114 3.5709
H: -14.5345 -5.1880 0.3376


Preferred: one; penalty for the next structure: 2.108 eV.


one:
The following is a quantum chemistry calculation of a structure of composition C29H29N4O2S3Zr, from OMol25.

Values from the calculation:
Total charge: +3
E_LUMO: -0.3445 Ha
Gap between HOMO and LUMO: 6.703 eV
HOMO level: -0.591 Eh

Cartesian coordinates (Å):
Zr: 0.6229 0.2908 0.0601
N: 1.3589 -4.1790 0.5078
C: 1.1883 -2.9276 0.0851
S: 0.3648 -1.8326 1.2215
N: 1.6109 -2.5658 -1.0805
N: 1.4001 -1.2432 -1.3868
C: 1.4343 -0.9436 -2.6586
C: 1.5761 -1.9115 -3.7493
C: 2.6501 -2.8024 -3.8003
C: 2.7589 -3.6796 -4.8646
C: 1.7838 -3.7041 -5.8539
C: 0.7025 -2.8340 -5.7961
C: 0.6069 -1.9227 -4.7593
C: 1.3295 0.5059 -2.9546
C: 1.4611 1.0433 -4.2201
C: 1.4277 2.4258 -4.3704
C: 1.2700 3.2340 -3.2549
C: 1.1397 2.6290 -2.0203
N: 1.1644 1.2972 -1.8709
H: 0.9957 -4.4926 1.3907
H: 1.7687 -4.8568 -0.1175
H: 3.4007 -2.7958 -3.0232
H: 3.6027 -4.3535 -4.9196
H: 1.8670 -4.4041 -6.6742
H: -0.0609 -2.8628 -6.5612
H: -0.2389 -1.2460 -4.7175
H: 1.6128 0.3935 -5.0691
H: 1.5406 2.8651 -5.3530
H: 1.2644 4.3117 -3.3335
H: 1.0406 3.2200 -1.1165
O: -1.2804 0.8356 -0.1776
S: -2.4675 1.8726 -0.2627
C: -2.1559 2.9858 1.1319
C: -2.0909 2.4145 2.5453
C: -0.7758 1.7353 2.9517
C: 0.3928 2.7111 3.1111
S: 2.0253 2.0979 2.6523
O: 1.7369 1.5116 1.2044
C: 2.2858 0.6696 3.6533
C: 3.3573 -0.1377 3.2729
C: 3.6882 -1.2194 4.0692
C: 2.9775 -1.4661 5.2387
C: 1.9332 -0.6347 5.6207
C: 1.5773 0.4471 4.8298
C: -3.8887 0.9578 0.1926
C: -5.0790 1.4067 -0.3726
C: -6.2564 0.7636 -0.0213
C: -6.2209 -0.3179 0.8479
C: -5.0151 -0.7712 1.3780
C: -3.8313 -0.1305 1.0602
H: -2.9905 3.6876 1.0373
H: -1.2602 3.5399 0.8347
H: -2.9156 1.7163 2.6946
H: -2.2859 3.2438 3.2295
H: -0.5364 0.9487 2.2266
H: -0.9359 1.1970 3.8841
H: 0.4960 3.0869 4.1319
H: 0.2979 3.5950 2.4755
H: 3.9361 0.0810 2.3834
H: 4.5189 -1.8540 3.7925
H: 3.2534 -2.3015 5.8681
H: 1.4001 -0.8188 6.5432
H: 0.7833 1.1038 5.1571
H: -5.0919 2.2311 -1.0757
H: -7.1952 1.0959 -0.4420
H: -7.1405 -0.8253 1.1066
H: -5.0030 -1.6283 2.0371
H: -2.8871 -0.4890 1.4504


two:
The following is a quantum chemistry calculation of a structure of composition C29H29N4O2S3Zr, from OMol25.

Values from the calculation:
Total charge: +3
E_LUMO: -0.3410 Ha
Gap between HOMO and LUMO: 6.631 eV
HOMO level: -0.585 Eh

Cartesian coordinates (Å):
Zr: -0.5095 -0.0572 -0.3405
N: 3.7103 -1.6720 0.1539
C: 2.4396 -1.4581 -0.1890
S: 1.9206 0.2449 -0.2109
N: 1.6684 -2.4525 -0.4774
N: 0.3795 -2.1062 -0.7894
C: -0.3870 -3.0731 -1.2156
C: 0.0336 -4.4611 -1.4114
C: 1.1553 -4.7687 -2.1860
C: 1.5071 -6.0911 -2.3845
C: 0.7750 -7.1067 -1.7815
C: -0.3280 -6.8057 -0.9929
C: -0.7141 -5.4879 -0.8238
C: -1.7758 -2.6623 -1.5273
C: -2.6867 -3.4780 -2.1686
C: -3.9624 -2.9902 -2.4356
C: -4.2933 -1.6954 -2.0692
C: -3.3271 -0.9222 -1.4589
N: -2.0958 -1.3884 -1.1917
H: 4.3435 -0.9152 0.3409
H: 4.0640 -2.6170 0.1582
H: 1.7327 -3.9790 -2.6457
H: 2.3591 -6.3330 -3.0048
H: 1.0652 -8.1384 -1.9279
H: -0.8885 -7.5975 -0.5157
H: -1.5739 -5.2572 -0.2056
H: -2.3982 -4.4754 -2.4650
H: -4.6879 -3.6202 -2.9335
H: -5.2740 -1.2847 -2.2614
H: -3.5343 0.1036 -1.1755
O: -1.1434 0.4041 1.4746
S: -1.6963 0.8967 2.8760
C: -2.0482 2.6472 2.5920
C: -0.9230 3.6415 2.3267
C: -0.2402 3.5824 0.9550
C: -1.1688 3.9952 -0.1917
S: -0.9817 3.1477 -1.7763
O: -0.8996 1.6393 -1.2779
C: 0.5694 3.5792 -2.4375
C: 0.4974 4.0097 -3.7640
C: 1.6577 4.4324 -4.3935
C: 2.8605 4.4107 -3.7040
C: 2.9224 3.9646 -2.3838
C: 1.7774 3.5483 -1.7353
C: -0.3393 0.8378 3.9720
C: -0.6616 0.4144 5.2597
C: 0.3402 0.3894 6.2192
C: 1.6335 0.7520 5.8748
C: 1.9456 1.1438 4.5734
C: 0.9588 1.1986 3.6087
H: -2.5669 2.9065 3.5208
H: -2.8174 2.6219 1.8150
H: -0.1654 3.5458 3.1053
H: -1.3608 4.6330 2.4694
H: 0.1639 2.5814 0.7911
H: 0.6178 4.2528 0.9785
H: -1.0805 5.0539 -0.4470
H: -2.2212 3.8164 0.0411
H: -0.4488 4.0237 -4.2908
H: 1.6188 4.7786 -5.4168
H: 3.7646 4.7451 -4.1952
H: 3.8699 3.9518 -1.8629
H: 1.8328 3.2013 -0.7143
H: -1.6705 0.1095 5.5102
H: 0.1106 0.0727 7.2270
H: 2.4142 0.7215 6.6231
H: 2.9629 1.4098 4.3206
H: 1.1980 1.4856 2.5928


Preferred: two; penalty for the next structure: 0.369 eV.